Molecular formula: C7H8
Method: DFT, ωB97M-V with the def2-TZVPD basis set

The geometry in XYZ format:
```
15
Properties=species:S:1:pos:R:3:mulliken_charge:R:1
C 2.953 0.775 -0.175 0.084
C 1.778 0.945 -0.377 -0.369
C 0.321 1.067 -0.491 -0.882
C -0.328 -0.058 0.349 0.627
C -0.075 -1.441 -0.286 -1.271
C -1.753 0.137 0.652 -1.100
C -2.889 0.186 1.050 0.107
H 3.994 0.624 0.007 0.395
H 0.017 0.982 -1.542 0.350
H -0.003 2.053 -0.140 0.359
H 0.173 -0.022 1.323 0.217
H -0.106 -1.379 -1.380 0.314
H 0.909 -1.815 0.009 0.342
H -0.832 -2.162 0.035 0.391
H -3.896 0.202 1.401 0.435
```

* LUMO energy: 1.02 eV
* structure (SMILES): C#CC[C@H](C)C#C
* relative energy (zero: lowest compared OMol25 entry of this formula, charge and spin): 87.9 kcal/mol
* HOMO energy: -9.935 eV

---

Molecular formula: C3H8O
Method: DFT, ωB97M-V with the def2-TZVPD basis set

The geometry in XYZ format:
```
12
Properties=species:S:1:pos:R:3:mulliken_charge:R:1
C 1.393 0.495 0.294 -0.321
C 1.692 -0.766 0.021 -0.715
H 1.847 1.032 1.117 0.274
H 0.407 0.981 -0.317 0.238
H 2.352 -1.368 0.635 0.239
H 1.331 -1.258 -0.874 0.340
C -1.626 0.486 -0.212 -0.485
O -1.715 -0.921 -0.272 -0.493
H -2.520 0.858 0.298 0.257
H -1.639 0.897 -1.226 0.244
H -0.585 0.871 0.387 0.108
H -0.938 -1.308 0.150 0.314
```

* LUMO energy: 1.10 eV
* structure (SMILES): C=C.CO
* relative energy (zero: lowest compared OMol25 entry of this formula, charge and spin): 69.8 kcal/mol
* HOMO energy: -10.265 eV

---

Molecular formula: C36H96B3F12N6O12
Method: DFT, ωB97M-V with the def2-TZVPD basis set

The geometry in XYZ format:
```
165
Properties=species:S:1:pos:R:3:lowdin_spin:R:1
C -7.815 -1.949 2.252 0.000
O -6.404 -1.577 2.147 0.000
C -5.481 -2.629 2.091 0.000
C -4.048 -2.097 1.819 0.000
N -3.929 -1.290 0.485 0.000
H -4.690 -0.650 0.309 0.000
H -3.023 -0.842 0.468 0.000
C -3.878 -2.109 -0.831 0.000
C -3.513 -1.259 -2.060 0.001
O -4.569 -0.400 -1.992 0.001
C -4.844 0.196 -3.283 0.004
H -8.459 -1.085 2.090 0.000
H -8.077 -2.369 3.223 0.000
H -8.278 -2.574 1.488 0.000
H -5.899 -3.361 1.401 0.000
H -5.499 -3.111 3.069 0.000
H -3.354 -2.937 1.853 0.000
H -3.730 -1.389 2.585 0.000
H -4.886 -2.514 -0.920 0.000
H -3.260 -3.004 -0.779 0.000
H -3.620 -1.949 -2.897 0.000
H -2.504 -0.870 -1.920 0.001
H -3.883 0.613 -3.585 0.004
H -5.650 0.926 -3.212 0.000
H -5.054 -0.581 -4.018 0.000
C 1.416 0.123 -3.225 0.036
O 1.083 0.431 -4.605 0.068
C -0.107 -0.307 -4.970 0.048
C -0.452 0.043 -6.427 0.084
N 0.752 0.617 -7.099 0.059
H 0.891 1.595 -6.890 0.073
H 1.596 0.138 -6.816 0.027
C 0.676 0.611 -8.665 0.035
C 1.976 1.040 -9.195 0.021
O 2.238 2.339 -8.728 0.061
C 3.426 2.933 -9.269 0.014
H 1.860 -0.867 -3.129 0.006
H 0.637 0.210 -2.468 0.004
H 2.231 0.821 -3.034 0.017
H -0.973 -0.017 -4.376 0.011
H 0.008 -1.391 -4.941 0.008
H -1.201 0.835 -6.466 0.045
H -0.858 -0.805 -6.978 0.006
H -0.110 1.322 -8.919 0.012
H 0.433 -0.417 -8.934 0.008
H 1.844 1.089 -10.276 0.001
H 2.785 0.391 -8.863 0.008
H 3.246 3.177 -10.316 0.001
H 4.293 2.321 -9.021 0.002
H 3.521 3.871 -8.722 0.006
C 1.436 -4.434 -3.245 0.005
O 1.466 -5.347 -2.176 0.001
C 2.700 -5.279 -1.455 0.000
C 2.765 -4.009 -0.450 0.001
N 1.519 -4.054 0.419 0.000
H 1.438 -3.154 0.869 0.000
H 0.721 -4.181 -0.187 0.000
C 1.336 -5.293 1.370 0.000
C -0.129 -5.677 1.308 0.000
O -0.539 -5.984 -0.022 0.000
C -1.933 -6.335 -0.047 0.000
H 2.238 -4.341 -3.976 0.005
H 1.253 -3.429 -2.863 0.001
H 0.521 -4.605 -3.812 0.001
H 3.593 -5.341 -2.077 0.000
H 2.822 -6.157 -0.821 0.000
H 2.720 -3.070 -1.001 0.001
H 3.663 -3.954 0.165 0.000
H 1.607 -4.850 2.328 0.000
H 2.078 -6.061 1.150 0.000
H -0.696 -4.812 1.651 0.000
H -0.303 -6.390 2.114 0.000
H -2.114 -7.124 0.683 0.000
H -2.150 -6.710 -1.048 0.000
H -2.574 -5.477 0.153 0.000
C 2.299 3.518 0.832 0.005
O 2.857 2.282 1.225 0.004
C 2.766 1.228 0.347 0.005
C 3.409 -0.063 0.990 0.003
N 4.705 0.311 1.622 0.001
H 5.398 0.586 0.941 0.004
H 4.683 1.116 2.232 0.000
C 5.369 -0.913 2.267 0.001
C 4.769 -1.389 3.617 0.000
O 4.594 -0.313 4.583 0.000
C 4.450 -0.806 5.945 0.000
H 1.461 3.414 0.143 0.001
H 3.062 4.081 0.294 0.005
H 2.002 4.171 1.653 0.000
H 3.344 1.400 -0.562 0.007
H 1.714 0.997 0.180 0.000
H 3.412 -0.921 0.317 0.001
H 2.658 -0.268 1.753 0.000
H 6.372 -0.539 2.473 0.000
H 5.559 -1.734 1.576 0.001
H 5.494 -2.085 4.038 0.000
H 3.810 -1.856 3.390 0.000
H 4.560 0.005 6.666 0.000
H 5.083 -1.669 6.154 0.000
H 3.481 -1.269 6.131 0.000
C -1.601 3.007 -1.625 0.009
O -0.409 3.712 -1.749 0.012
C 0.045 4.080 -3.040 0.061
C -0.236 5.608 -3.222 0.039
N 0.419 6.447 -2.120 0.007
H 0.044 6.082 -1.256 0.000
H 1.390 6.171 -2.138 0.017
C 0.190 7.971 -2.187 0.006
C 0.724 8.730 -0.969 0.002
O 0.468 7.862 0.190 0.001
C 1.223 8.099 1.326 0.001
H -1.809 2.313 -2.440 0.007
H -2.428 3.704 -1.493 0.001
H -1.600 2.470 -0.677 0.000
H -0.505 3.604 -3.852 0.045
H 1.084 3.760 -3.118 0.036
H -1.294 5.858 -3.147 0.002
H 0.131 5.936 -4.195 0.024
H -0.871 8.107 -2.400 0.000
H 0.773 8.167 -3.087 0.004
H 0.198 9.679 -0.872 0.000
H 1.750 9.050 -1.152 0.001
H 1.353 9.169 1.492 0.000
H 2.240 7.719 1.423 0.000
H 0.746 7.755 2.244 0.000
C -3.698 -3.024 5.453 0.000
O -3.124 -1.770 4.986 0.000
C -2.114 -1.389 5.934 0.000
C -1.377 -0.118 5.483 0.000
N -0.749 -0.388 4.082 0.000
H -0.186 -1.227 4.104 0.000
H -1.441 -0.750 3.441 0.000
C 0.025 0.772 3.412 0.000
C 1.299 1.084 4.248 0.000
O 0.927 1.811 5.473 0.000
C 1.954 1.989 6.508 0.000
H -4.447 -3.215 4.684 0.000
H -4.147 -3.095 6.444 0.000
H -2.967 -3.830 5.384 0.000
H -1.422 -2.201 6.159 0.000
H -2.601 -1.124 6.873 0.000
H -0.475 0.064 6.067 0.000
H -1.925 0.822 5.405 0.000
H -0.605 1.660 3.360 0.000
H 0.303 0.337 2.452 0.000
H 1.978 1.701 3.660 0.000
H 1.854 0.179 4.493 0.000
H 2.038 1.081 7.105 0.000
H 1.591 2.828 7.102 0.000
H 2.918 2.412 6.227 0.000
B -0.449 -1.415 0.045 0.000
F -0.884 -0.139 -0.213 0.001
F 0.919 -1.332 0.093 0.000
F -0.874 -1.802 1.290 0.000
F -0.874 -2.265 -0.995 0.000
B 1.367 -3.156 4.474 0.000
F 0.554 -4.299 4.608 0.000
F 2.683 -3.556 4.597 0.000
F 1.235 -2.599 3.244 0.000
F 1.042 -2.218 5.426 0.000
B -3.581 1.733 2.311 0.000
F -2.562 1.260 1.550 0.000
F -3.280 1.545 3.648 0.000
F -3.813 3.061 2.041 0.000
F -4.732 1.006 2.118 0.000
```

* LUMO energy (spin up / spin down): -4.04 / -4.10 eV
* <S²>: 0.75
* 2S+1: 2
* charge: +2
* HOMO energy (spin up / spin down): -6.259 / -13.081 eV

---

Which DFT total energy belongs to each record? In order, -7384.9334; -5285.1246; -107032.4793 eV.
Which maximum force belongs to each record? In order, 0.54; 4.90; 3.48 eV/A.